DFT (ωB97M-V/def2-TZVPD) results for a structure of composition C5H9Br2NO.

orbital gap	10.13	eV
HOMO energy	-9.66	eV
lowest unoccupied orbital energy	0.474	eV
calculated total energy	-5473.92071	Ha

Geometry as ORCA input:
```
! RIJCOSX wB97M-V def2-TZVPD def2/J DEFGRID3
* xyz 0 1
C -0.416 -0.100 0.535
C 2.576 1.469 -1.089
C -2.772 -1.350 1.149
C 1.999 0.687 0.016
C -1.793 -0.855 0.047
N 0.520 0.260 -0.378
O -0.362 0.226 1.685
Br -1.177 -2.214 -1.241
Br -2.669 0.586 -0.934
H 1.922 2.243 -1.334
H 3.621 1.841 -0.861
H 2.556 0.652 -1.861
H -3.645 -1.771 0.573
H -2.203 -2.000 1.825
H -3.054 -0.437 1.746
H 2.533 -0.202 0.361
H 1.904 1.273 0.892
H 0.460 -0.310 -1.131
*
```



DFT (ωB97M-V/def2-TZVPD) results for the molecule C22H22N4O4S.

orbital gap	8.03	eV
HOMO energy	-8.20	eV
lowest unoccupied orbital energy	-0.163	eV
calculated total energy	-1769.68491	Ha

Geometry as ORCA input:
```
! RIJCOSX wB97M-V def2-TZVPD def2/J DEFGRID3
* xyz 0 1
C -1.920 -5.309 -0.308
C -0.684 -4.417 -0.201
C -0.725 -3.317 -1.242
O -0.828 -3.553 -2.424
N -0.567 -2.027 -0.789
C -0.721 -1.590 0.541
C -1.884 -1.906 1.236
C -2.094 -1.429 2.513
C -1.147 -0.603 3.102
C 0.001 -0.274 2.416
C 0.242 -0.760 1.127
C 1.510 -0.413 0.486
N 2.405 0.137 1.298
N 3.616 0.415 0.938
C 3.986 0.063 -0.290
S 5.650 0.220 -0.740
C 6.328 0.874 0.815
N 3.148 -0.370 -1.224
C 1.887 -0.566 -0.887
O 1.109 -0.836 -1.933
C -0.284 -0.988 -1.766
C -1.001 0.293 -1.408
C -2.374 0.266 -1.216
C -3.030 1.417 -0.837
C -2.356 2.618 -0.626
O -3.161 3.641 -0.237
C -2.659 4.941 -0.017
C -0.964 2.651 -0.834
O -0.292 3.827 -0.627
C 1.112 3.834 -0.725
C -0.320 1.488 -1.235
H -2.816 -4.770 -0.007
H -1.812 -6.181 0.331
H -2.045 -5.637 -1.336
H 0.199 -5.017 -0.440
H -0.569 -4.020 0.806
H -2.626 -2.523 0.753
H -3.001 -1.684 3.040
H -1.311 -0.213 4.095
H 0.748 0.364 2.861
H 6.127 0.170 1.615
H 7.395 0.988 0.660
H 5.865 1.830 1.033
H -0.620 -1.369 -2.742
H -2.925 -0.649 -1.368
H -4.097 1.419 -0.683
H -2.194 5.352 -0.916
H -3.531 5.538 0.247
H -1.940 4.964 0.804
H 1.451 3.618 -1.743
H 1.569 3.125 -0.027
H 1.413 4.846 -0.456
H 0.738 1.522 -1.434
*
```



DFT (ωB97M-V/def2-TZVPD) results for a cluster of 2 separate species, C19H13Cl2NO3 in total.

orbital gap	4.38	eV
HOMO energy	-7.06	eV
lowest unoccupied orbital energy	-2.683	eV
calculated total energy	-1932.49940	Ha

Geometry as ORCA input:
```
! RIJCOSX wB97M-V def2-TZVPD def2/J DEFGRID3
* xyz 0 1
Cl -6.143 1.459 -2.174
C -4.526 0.958 -1.945
C -4.224 -0.412 -1.871
C -2.912 -0.814 -1.679
C -1.845 0.126 -1.528
C -0.538 -0.417 -1.346
C 0.758 0.120 -1.608
C 1.828 -0.819 -1.752
C 3.148 -0.415 -1.888
C 3.451 0.956 -1.930
Cl 5.078 1.458 -2.041
C 2.419 1.907 -1.855
C 1.094 1.503 -1.721
C -2.187 1.511 -1.595
C -3.500 1.911 -1.819
H -5.015 -1.144 -2.000
H -2.659 -1.876 -1.712
H -0.537 -1.494 -1.162
H 1.581 -1.882 -1.794
H 3.944 -1.148 -1.974
H 2.670 2.960 -1.928
H 0.311 2.253 -1.739
H -1.413 2.266 -1.519
H -3.747 2.963 -1.929
O -0.512 -0.096 1.126
C 0.273 -0.665 1.925
C 0.430 -0.202 3.316
N -0.530 0.774 3.798
O -1.741 0.598 3.566
O -0.075 1.731 4.489
C 1.423 -0.671 4.162
C 2.251 -1.713 3.746
C 2.092 -2.266 2.460
C 1.133 -1.783 1.592
H 1.479 -0.235 5.164
H 2.997 -2.104 4.434
H 2.737 -3.087 2.134
H 1.005 -2.213 0.598
*
```



DFT (ωB97M-V/def2-TZVPD) results for the molecule C3H5FO2.

orbital gap	10.71	eV
HOMO energy	-9.95	eV
lowest unoccupied orbital energy	0.765	eV
calculated total energy	-367.58992	Ha

Geometry as ORCA input:
```
! RIJCOSX wB97M-V def2-TZVPD def2/J DEFGRID3
* xyz 0 1
O 1.075 1.369 -0.134
C -0.014 0.645 0.356
C 0.040 -0.841 0.383
O 1.097 -1.471 -0.288
C -0.962 -0.095 -0.467
F -2.285 -0.061 -0.078
H 0.772 2.016 -0.732
H -0.388 1.057 1.304
H -0.390 -1.439 1.230
H 1.857 -0.988 -0.015
H -0.803 -0.192 -1.558
*
```



DFT (ωB97M-V/def2-TZVPD) results for a cluster of 3 separate species, C28H54B2IO9 in total.

orbital gap	5.65	eV
HOMO energy	-3.56	eV
lowest unoccupied orbital energy	2.089	eV
calculated total energy	-2123.69935	Ha

Geometry as ORCA input:
```
! RIJCOSX wB97M-V def2-TZVPD def2/J DEFGRID3
* xyz -1 1
C 4.182 -5.287 2.343
C 3.094 -4.488 1.373
C 3.868 -3.622 0.170
C 2.758 -2.562 -0.452
C 3.429 -1.500 -1.552
C 4.126 -0.290 -0.693
C 4.831 0.887 -1.590
C 4.399 2.419 -1.189
C 4.399 2.743 0.418
C 3.093 3.637 0.926
C 1.651 3.066 0.397
C 0.633 2.576 1.621
C -0.833 3.240 1.274
C -2.023 2.875 2.341
C -1.819 1.469 3.158
B -1.997 0.105 2.257
O -2.936 -0.953 2.677
C -3.259 -1.676 1.402
O -2.011 -2.115 0.735
B -1.698 -3.526 1.032
O -0.793 -3.813 2.199
O -2.174 -4.698 0.226
C -3.652 -0.311 0.521
C -3.490 -0.371 -1.116
I -3.830 1.700 -1.858
C -4.450 -1.480 -1.858
C -3.858 -1.616 -3.416
O -2.444 0.479 0.901
H 5.221 -4.706 2.406
H 3.748 -5.341 3.453
H 4.351 -6.409 2.013
H 2.516 -3.712 2.038
H 2.368 -5.307 0.939
H 4.798 -3.031 0.563
H 4.226 -4.411 -0.622
H 2.322 -1.957 0.450
H 1.925 -3.242 -0.963
H 4.224 -2.053 -2.237
H 2.512 -1.075 -2.168
H 4.931 -0.758 0.045
H 3.281 0.193 -0.002
H 4.539 0.705 -2.721
H 5.994 0.763 -1.471
H 5.204 3.153 -1.677
H 3.390 2.647 -1.743
H 4.443 1.807 1.118
H 5.346 3.435 0.644
H 3.048 3.704 2.106
H 3.275 4.726 0.473
H 1.740 2.183 -0.381
H 1.114 3.958 -0.172
H 0.637 1.384 1.556
H 1.044 2.832 2.691
H -0.696 4.420 1.290
H -1.156 2.969 0.158
H -3.044 2.910 1.728
H -2.087 3.747 3.120
H -0.808 1.406 3.775
H -2.682 1.438 3.983
H -0.916 -0.400 2.374
H -4.112 -2.477 1.422
H 0.094 -3.385 1.929
H -1.478 -4.747 -0.518
H -4.550 0.278 0.990
H -2.378 -0.630 -1.396
H -5.544 -1.063 -1.822
H -4.366 -2.529 -1.304
H -3.850 -0.563 -3.974
H -2.712 -1.898 -3.275
H -4.443 -2.404 -4.057
O 1.257 5.405 2.631
C 1.696 6.521 2.852
O 1.195 7.668 2.306
C 2.015 8.769 2.694
C 2.725 8.315 3.943
C 2.882 6.833 3.714
H 2.711 8.990 1.878
H 1.391 9.648 2.877
H 3.672 8.834 4.113
H 2.084 8.486 4.817
H 3.796 6.601 3.162
H 2.843 6.276 4.653
O -3.349 -4.452 -4.895
C -4.502 -4.845 -4.962
O -5.567 -4.204 -4.398
C -6.740 -4.997 -4.579
C -6.437 -5.893 -5.751
C -4.951 -6.112 -5.625
H -6.923 -5.563 -3.659
H -7.598 -4.348 -4.772
H -7.018 -6.820 -5.746
H -6.652 -5.365 -6.687
H -4.718 -6.958 -4.973
H -4.479 -6.234 -6.603
*
```



DFT (ωB97M-V/def2-TZVPD) results for the ion C3H7N2O3 with charge +1.

orbital gap (spin up / spin down)	7.53 / 7.95	eV
HOMO energy (spin up / spin down)	-13.43 / -14.06	eV
lowest unoccupied orbital energy (spin up / spin down)	-5.891 / -6.118	eV
calculated total energy	-453.29503	Ha

Geometry as ORCA input:
```
! RIJCOSX wB97M-V def2-TZVPD def2/J DEFGRID3
* xyz 1 1
C 0.962 0.501 -0.831
N 1.410 -0.729 -0.491
C 0.802 -0.953 0.761
N -0.615 -0.868 0.383
O -1.099 -1.876 -0.134
C -0.979 0.373 0.154
O -0.702 1.367 1.113
O -1.738 0.710 -0.843
H 0.857 0.777 -1.892
H 0.980 1.197 -0.019
H 1.874 -1.300 -1.147
H 0.954 -1.902 1.167
H 1.179 -0.168 1.497
H -1.163 2.216 1.041
H -2.721 0.656 -0.759
*
```



DFT (ωB97M-V/def2-TZVPD) results for a structure of composition C4H5N3.

orbital gap	9.07	eV
HOMO energy	-10.47	eV
lowest unoccupied orbital energy	-1.403	eV
calculated total energy	-319.54927	Ha

Geometry as ORCA input:
```
! RIJCOSX wB97M-V def2-TZVPD def2/J DEFGRID3
* xyz 0 1
C 1.328 -1.711 0.112
C 0.377 -0.541 -0.068
C -0.538 1.469 0.003
C -1.598 0.456 0.132
H 2.233 -1.235 -0.326
H 1.313 -1.614 1.474
H 0.721 -2.755 -0.212
H 0.024 3.040 -0.675
H -2.689 0.218 0.038
N 0.735 0.700 0.043
N -0.856 2.741 -0.413
N -1.051 -0.769 -0.107
*
```



DFT (ωB97M-V/def2-TZVPD) results for a structure of composition C2H9NP2.

orbital gap (spin up / spin down)	7.05 / 6.40	eV
HOMO energy (spin up / spin down)	-7.23 / -6.70	eV
lowest unoccupied orbital energy (spin up / spin down)	-0.180 / -0.293	eV
calculated total energy	-818.89932	Ha

Geometry as ORCA input:
```
! RIJCOSX wB97M-V def2-TZVPD def2/J DEFGRID3
* xyz 0 1
C -0.885 -1.823 -0.191
C -0.675 2.659 0.773
N 0.386 -1.714 -0.896
P 0.501 1.530 -0.005
P 1.739 -0.951 -0.214
H -1.499 -2.665 -0.650
H -0.632 -2.266 0.855
H -1.315 -0.893 -0.113
H -1.689 2.173 1.138
H -0.020 3.039 1.571
H 0.418 -1.476 -1.844
H 1.718 2.341 -0.195
H 0.320 1.278 -1.386
H 1.635 -1.233 1.158
*
```



Repeat the sixth record exactly.
DFT (ωB97M-V/def2-TZVPD) results for the ion C3H7N2O3 with charge +1.

orbital gap (spin up / spin down)	7.53 / 7.95	eV
HOMO energy (spin up / spin down)	-13.43 / -14.06	eV
lowest unoccupied orbital energy (spin up / spin down)	-5.891 / -6.118	eV
calculated total energy	-453.29503	Ha

Geometry as ORCA input:
```
! RIJCOSX wB97M-V def2-TZVPD def2/J DEFGRID3
* xyz 1 1
C 0.962 0.501 -0.831
N 1.410 -0.729 -0.491
C 0.802 -0.953 0.761
N -0.615 -0.868 0.383
O -1.099 -1.876 -0.134
C -0.979 0.373 0.154
O -0.702 1.367 1.113
O -1.738 0.710 -0.843
H 0.857 0.777 -1.892
H 0.980 1.197 -0.019
H 1.874 -1.300 -1.147
H 0.954 -1.902 1.167
H 1.179 -0.168 1.497
H -1.163 2.216 1.041
H -2.721 0.656 -0.759
*
```



Q: What is the calculated total energy in the first record?
A: -5473.92071 Ha



Q: The highest calculated total energy belongs to which entry?
A: C4H5N3